[1]
This record from OMol25 describes a 16-piece molecular cluster, C35H31Br2Cl60IN2O6P overall at a distorted geometry. The level of theory is ωB97M-V with the def2-TZVPD basis set.

Kohn-Sham gap, Ha: 0.2537
Total charge: +1

Last column: Mulliken charge in e.
Atoms and positions in Å:
C 2.066118 -1.134401 1.759665  0.025
C 0.811128 -2.059109 1.251651  0.373
Br 0.217663 -3.560295 2.471056  -0.047
C 0.085128 -1.869968 -0.061198  -0.617
Br -1.453380 -3.042111 -0.636517  0.037
C 0.678507 -0.634391 -1.021899  0.242
C 1.791499 -1.136283 -2.105873  0.505
C 2.306833 -2.685150 -2.343609  -0.002
C 1.273984 -3.377606 -3.460392  -0.471
C 0.308566 -2.264120 -4.208390  0.334
O -0.992985 -2.120547 -3.847019  -0.517
O 0.755616 -1.382981 -5.328980  -0.314
C 2.375646 0.163170 -2.990959  0.629
O 3.390550 0.025546 -4.045198  -0.367
C 4.728152 0.445488 -3.596780  -0.702
C 5.393010 -0.503442 -2.428490  1.646
C 6.053791 -1.903616 -2.978470  -1.320
C 6.670012 0.376882 -1.802058  -1.084
C 6.165414 1.506390 -0.725717  1.083
C 5.946820 0.828307 0.761775  -0.463
C 7.173244 2.793873 -0.566581  -1.074
C 1.642095 1.526292 -2.481128  -0.050
P 2.269863 3.144269 -3.376385  0.517
O 1.130779 4.282217 -3.288434  -0.553
O 3.629552 3.781696 -2.443857  -0.508
O 2.807972 2.859945 -5.006132  -0.476
N 0.598859 1.788114 -1.479307  -0.521
N 0.126250 0.723128 -0.766589  0.893
C -0.968920 1.094342 0.256166  -0.487
C -0.398146 2.020947 1.497826  0.396
C -1.715702 2.373415 2.448248  -0.922
I -1.984390 0.698665 3.832420  0.049
H 1.674515 -0.252719 2.435908  0.177
H 2.794754 -1.765777 2.432377  -0.075
H 2.699678 -0.642505 0.898608  -0.252
H 2.259766 -3.292075 -1.325760  0.322
H 3.368545 -2.722861 -2.836863  -0.372
H 0.555578 -4.143050 -2.902938  0.220
H 1.902310 -3.889822 -4.316664  0.385
H 0.103370 -0.598466 -5.322871  0.342
H 5.440391 0.341399 -4.546607  0.338
H 4.787654 1.599671 -3.302535  0.135
H 4.671499 -0.731531 -1.528591  -0.504
H 7.085736 -1.715861 -3.527456  0.342
H 6.330144 -2.542662 -2.010830  0.130
H 5.367200 -2.528774 -3.690909  0.318
H 7.291819 0.844376 -2.705193  0.308
H 7.426277 -0.370319 -1.263914  0.335
H 5.129509 1.904900 -1.105577  -0.303
H 4.860307 0.356740 0.750171  -0.254
H 5.899201 1.738413 1.529319  0.316
H 6.771053 0.055212 1.067597  0.281
H 8.165227 2.492995 0.012423  0.290
H 6.602766 3.569548 0.135889  0.121
H 7.374627 3.350260 -1.577422  0.321
H 3.264897 4.157984 -1.570912  0.372
H 2.335286 3.494121 -5.654572  0.378
H -1.694119 1.818669 -0.358149  0.329
H -1.633379 0.194201 0.582795  0.165
H 0.064327 3.025896 1.058891  -0.241
H 0.420398 1.503784 2.153608  0.112
H -2.653397 2.449251 1.714119  0.382
H -1.624030 3.408198 2.987389  0.433
C 4.046644 -4.430481 4.003361  0.211
Cl 3.410670 -4.551104 2.343321  0.022
Cl 5.827159 -4.387985 3.955555  -0.011
Cl 3.437139 -2.940003 4.765977  -0.088
Cl 3.511403 -5.842933 4.948510  -0.117
C -1.053387 -1.571643 -8.609857  0.339
Cl -1.940592 -1.456457 -10.150749  -0.093
Cl -0.288329 -0.004171 -8.246487  -0.113
Cl -2.186710 -1.996777 -7.302400  -0.077
Cl 0.202033 -2.829341 -8.739960  -0.097
C 0.446639 6.392727 -0.476988  0.279
Cl -0.571863 7.044476 -1.785661  -0.078
Cl 2.032372 7.204714 -0.498180  -0.095
Cl -0.346901 6.679979 1.092210  -0.112
Cl 0.672768 4.641632 -0.716450  -0.018
C -5.553420 -4.149561 0.315279  0.263
Cl -6.030555 -5.325904 1.565602  -0.100
Cl -7.012634 -3.430601 -0.411434  -0.004
Cl -4.563740 -2.865625 1.054631  -0.063
Cl -4.606636 -4.976319 -0.947609  -0.110
C -9.912646 -0.491926 1.334382  0.244
Cl -10.789748 -1.670264 0.325938  0.000
Cl -10.273661 1.158634 0.769012  -0.082
Cl -10.426436 -0.664117 3.031725  -0.101
Cl -8.160681 -0.792187 1.210793  -0.062
C 5.210292 7.178613 2.575438  0.190
Cl 3.832029 7.241852 3.702888  0.007
Cl 6.669772 6.651152 3.450666  -0.111
Cl 4.853583 6.024641 1.265587  0.016
Cl 5.485583 8.796950 1.882610  -0.098
C 7.910220 -7.643928 4.659344  0.185
Cl 7.934002 -9.016599 3.523581  -0.057
Cl 6.224505 -7.253795 5.084180  -0.012
Cl 8.809380 -8.078407 6.134926  -0.093
Cl 8.673152 -6.226967 3.894514  -0.056
C -11.289712 -5.378612 -1.086584  0.217
Cl -12.308214 -4.726862 -2.395257  -0.022
Cl -9.703979 -4.566624 -1.107776  -0.017
Cl -12.083252 -5.091360 0.482615  -0.090
Cl -11.063583 -7.129707 -1.326046  -0.102
C 6.691774 -6.818412 0.106587  0.093
Cl 5.814672 -7.996750 -0.901857  -0.099
Cl 6.330759 -5.167852 -0.458783  -0.015
Cl 6.177985 -6.990604 1.803930  0.074
Cl 8.443739 -7.118673 -0.017002  -0.014
C -15.508237 -2.873973 -4.615663  0.319
Cl -15.985372 -4.050315 -3.365339  -0.084
Cl -16.967452 -2.155013 -5.342375  -0.101
Cl -14.518557 -1.590036 -3.876310  -0.051
Cl -14.561454 -3.700731 -5.878550  -0.090
C 3.232503 9.017188 7.195894  0.358
Cl 4.159244 7.833604 8.152464  -0.093
Cl 2.078962 8.158136 6.144373  -0.102
Cl 2.341676 10.101205 8.294047  -0.074
Cl 4.350356 9.975822 6.192780  -0.101
C 12.232590 -9.277703 -0.975258  0.348
Cl 11.596615 -9.398326 -2.635299  -0.096
Cl 14.013104 -9.235208 -1.023064  -0.090
Cl 11.623084 -7.787226 -0.212642  -0.083
Cl 11.697348 -10.690156 -0.030110  -0.090
C -14.467484 2.193019 -0.263045  0.257
Cl -14.443701 0.820348 -1.398807  -0.021
Cl -16.153199 2.583151 0.161791  -0.053
Cl -13.568324 1.758540 1.212537  -0.065
Cl -13.704551 3.609980 -1.027875  -0.105
C -18.667410 0.819591 3.058031  0.312
Cl -19.303385 0.698968 1.397990  -0.091
Cl -16.886896 0.862086 3.010225  -0.037
Cl -19.276916 2.310068 3.820647  -0.091
Cl -19.202652 -0.592862 4.003179  -0.098
C 2.696644 14.261805 8.479252  0.297
Cl 0.920972 14.272480 8.332215  -0.091
Cl 3.153530 13.739191 10.120122  -0.088
Cl 3.384782 13.134273 7.283534  -0.019
Cl 3.327148 15.901415 8.180997  -0.098

Forces on atoms 1 to 6 (eV/Å):
C -0.132 -0.036 0.467
C -1.560 0.761 -3.566
Br 0.464 2.141 -1.536
C 2.956 0.698 3.447
Br 2.121 1.733 0.621
C -0.031 -1.797 -0.168

***

[2]
This record from OMol25 describes C35H31Br6KO3P as an isolated structure. The level of theory is ωB97M-V with the def2-TZVPD basis set.

Kohn-Sham gap, Ha: 0.1841
Total charge: -1
Energy relative to the best compared isomer or geometry (same formula, charge and spin), eV: 0.244

Last column: Mulliken charge in e.
Atoms and positions in Å:
K -0.831544 0.956499 -1.179412  0.824
C -3.153893 -3.756105 1.113606  -1.720
C -2.421589 -2.415531 1.033391  3.283
C -2.827058 -1.491905 2.177109  -1.670
C -2.599456 -1.788041 -0.334275  0.208
C -3.599772 -0.869890 -0.629993  -0.400
C -3.707024 -0.305954 -1.896335  -0.628
C -2.810107 -0.626517 -2.910798  0.962
C -2.841588 0.092544 -4.229612  -1.428
C -1.818894 -1.567122 -2.621445  -0.954
C -1.724724 -2.137112 -1.361659  0.019
H -2.966967 -4.244018 2.073418  0.421
H -2.829697 -4.428870 0.317204  0.381
H -4.232109 -3.609628 1.007246  0.364
H -1.352488 -2.611999 1.145846  -1.937
H -3.903917 -1.304458 2.186534  0.439
H -2.307545 -0.535193 2.104334  0.244
H -2.568757 -1.952469 3.134054  0.365
H -4.296421 -0.560362 0.139408  0.431
H -4.474723 0.434952 -2.087916  0.302
H -2.291759 -0.456166 -4.993695  0.378
H -2.382969 1.079014 -4.114643  0.036
H -3.867894 0.241429 -4.569008  0.443
H -1.087438 -1.816809 -3.381460  0.208
H -0.929922 -2.847736 -1.153389  0.302
Br -0.522671 6.961238 -5.561802  -0.232
C -0.139130 5.255756 -4.833105  0.179
C 1.020906 4.589900 -5.155027  0.117
Br 2.273443 5.356774 -6.354817  -0.236
C 1.278543 3.332485 -4.573043  0.029
Br 2.869306 2.374648 -5.002255  -0.210
C 0.423641 2.695761 -3.660271  -0.089
O 0.684518 1.579642 -3.086169  -0.584
C -0.837618 3.390979 -3.360475  0.098
O -1.692416 2.831213 -2.570988  -0.807
C -1.043985 4.644902 -3.942435  -0.038
Br -2.668301 5.510240 -3.448197  -0.229
Br -3.234484 2.563885 0.919302  -0.130
C -2.166619 3.952304 0.075415  0.209
Br -0.345753 3.951157 0.731770  -0.104
H -2.608602 4.908752 0.318676  0.390
H -2.129467 3.730927 -1.000076  -0.336
O 0.031756 0.076520 1.136523  0.394
P 1.328378 -0.464192 1.635806  1.167
C 2.655210 -0.345455 0.433242  0.668
C 3.786336 -1.163229 0.469680  -0.296
C 4.745219 -1.058146 -0.523894  -0.690
C 4.566615 -0.157610 -1.568739  -0.513
C 3.446559 0.656884 -1.613613  -0.391
C 2.503852 0.575998 -0.598713  -0.450
C 1.840667 0.387486 3.137528  0.023
C 1.031286 1.424859 3.588284  -0.349
C 1.389862 2.131330 4.730382  -0.822
C 2.546801 1.800250 5.416721  -0.438
C 3.358187 0.763905 4.965864  -0.684
C 3.007205 0.060729 3.826473  -0.234
C 1.196667 -2.215889 2.059230  0.452
C 1.297284 -3.165876 1.040396  -0.789
C 0.982701 -4.491697 1.287759  -0.671
C 0.559327 -4.878145 2.553166  -0.498
C 0.457190 -3.942044 3.570943  -0.770
C 0.774723 -2.612866 3.323992  -0.689
H 3.904908 -1.899044 1.256874  0.324
H 5.620893 -1.694605 -0.497575  0.403
H 5.301881 -0.098572 -2.361698  0.424
H 3.267916 1.332947 -2.439844  0.149
H 1.650902 1.239461 -0.632120  0.248
H 0.137157 1.675806 3.030832  0.504
H 0.765134 2.944458 5.076735  0.429
H 2.825266 2.353400 6.304928  0.380
H 4.265022 0.511818 5.500362  0.410
H 3.644612 -0.740557 3.470400  0.300
H 1.610801 -2.859933 0.049350  0.496
H 1.056504 -5.221867 0.492036  0.399
H 0.304281 -5.913009 2.744292  0.392
H 0.124334 -4.245029 4.555263  0.407
H 0.681507 -1.877199 4.114127  0.414

Forces on atoms 1 to 6 (eV/Å):
K -0.183 -0.155 0.149
C -0.034 -0.008 -0.011
C -0.024 0.063 0.010
C -0.016 0.017 0.038
C 0.117 -0.054 -0.025
C -0.077 0.017 -0.007

***

[3]
This record from OMol25 describes C35H31ClN8O4RuSe as an isolated structure at a distorted geometry. The level of theory is ωB97M-V with the def2-TZVPD basis set.

Kohn-Sham gap (alpha / beta), Ha: 0.2928 / 0.2336
2S+1: 6
Total charge: +1
Energy relative to the best compared isomer or geometry (same formula, charge and spin), eV: 1.389
⟨S²⟩: 8.759

Last column: Mulliken charge in e.
Atoms and positions in Å:
Ru 0.313072 -0.805382 1.274741  0.289
C -0.055678 2.528620 1.351936  -2.076
N -0.245152 1.327703 2.208206  0.040
C -1.623912 1.238103 2.769829  -0.806
C -2.524691 0.584980 1.800625  -0.211
N -2.185138 -0.508454 1.193488  0.388
C -3.153584 -0.758134 0.255567  0.678
C -3.387423 -1.804681 -0.632508  -0.373
C -4.570027 -1.844462 -1.324763  -0.919
C -5.542071 -0.872038 -1.194093  -0.616
C -5.308005 0.253207 -0.409441  -1.219
C -4.129951 0.298990 0.289601  0.582
N -3.644472 1.157511 1.276034  0.006
C -0.488336 2.246338 -0.075576  0.230
N -0.646270 1.043257 -0.547125  1.656
C -1.018616 1.164633 -1.896034  -0.455
C -1.432756 0.217485 -2.811876  0.283
C -1.703512 0.650384 -4.111260  -1.470
C -1.549592 1.966039 -4.450305  -0.543
C -1.148534 2.946152 -3.522215  -1.277
C -0.863218 2.487854 -2.250071  0.733
N -0.581340 3.192501 -1.059322  -0.071
H 0.974392 2.822729 1.342744  0.578
H -0.661127 3.325562 1.683950  0.565
H 0.362775 1.312792 2.998115  0.271
H -2.042069 2.184384 3.073729  0.489
H -1.578668 0.629131 3.692204  0.348
H -2.649570 -2.590666 -0.682200  0.433
H -4.826697 -2.720049 -1.931338  0.408
H -6.432852 -0.861752 -1.694370  0.546
H -6.160624 0.940066 -0.272386  0.368
H -4.109295 1.986422 1.674490  0.311
H -1.433880 -0.855707 -2.562751  0.388
H -2.082214 -0.031309 -4.838806  0.521
H -1.596754 2.297137 -5.514410  0.362
H -1.122496 3.980909 -3.779183  0.541
H -0.394041 4.156719 -0.984532  0.199
C 2.260740 0.803398 5.225224  -0.787
C 1.511561 0.068825 6.125476  -0.565
C 0.769253 -1.016563 5.716272  -0.837
C 0.703459 -1.317411 4.346386  1.232
N 1.462804 -0.619972 3.498488  0.167
C 2.275694 0.368214 3.912918  -0.361
C -0.166835 -2.402347 3.736582  1.258
C -0.671865 -3.331942 4.635554  -1.170
C -1.276971 -4.462411 4.120721  -0.640
C -1.140854 -4.762845 2.773870  -0.869
C -0.673029 -3.831931 1.890886  0.117
C -0.188650 -2.593972 2.342721  -0.072
H 2.807968 1.667096 5.500994  0.524
H 1.479755 0.372970 7.194813  0.385
H 0.274756 -1.582737 6.490988  0.360
H 2.914415 0.824657 3.193829  0.376
H -0.612918 -3.240790 5.681527  0.362
H -1.774820 -5.064418 4.841858  0.434
H -1.503052 -5.718676 2.429537  0.426
H -0.712420 -4.062683 0.830748  0.377
C 5.098047 1.659742 -0.995999  -0.864
N 3.921443 1.152853 -1.718577  0.510
C 2.789127 0.689695 -1.086953  -0.616
Se 2.749491 0.202533 0.691367  -0.342
N 1.910760 0.418883 -2.030260  1.457
C 2.413072 0.643274 -3.309951  0.576
C 1.897215 0.369521 -4.556804  -0.243
C 2.761064 0.761294 -5.593121  -1.131
C 4.028437 1.309976 -5.370244  -0.720
C 4.534109 1.496663 -4.119682  -0.716
C 3.741463 1.124970 -3.045698  0.301
H 4.890922 1.837133 0.121150  0.274
H 5.424776 2.625088 -1.429963  0.379
H 5.943134 1.000248 -0.945450  0.332
H 1.005927 0.061661 -1.805231  -1.040
H 0.997265 -0.218104 -4.662393  0.531
H 2.446156 0.514951 -6.576941  0.437
H 4.621610 1.545713 -6.208880  0.458
H 5.560476 1.897485 -3.972903  0.366
O 2.219848 -2.250914 -0.966849  -0.713
Cl 0.981566 -2.514379 -1.658880  1.757
O 0.578592 -3.890493 -1.525327  -0.725
O 1.041102 -2.191365 -3.056792  -0.655
O -0.052253 -1.629865 -1.005670  -0.505

Forces on atoms 1 to 6 (eV/Å):
Ru -0.296 0.052 -1.195
C -0.331 -1.526 -0.915
N -1.332 0.470 -0.442
C 0.305 -0.627 0.614
C -0.201 0.362 -0.811
N 0.540 -0.524 0.242